<1>
Here is a 2-piece molecular cluster, C10H18N3O overall from OMol25. Energies are from the ωB97M-V functional and the def2-TZVPD basis.

E_HOMO: -0.43033 hartree
Total charge: +1
Frontier orbital gap: 0.3321 Ha

Bonds (Å) are listed after each position.
Cartesian coordinates (Å):
1 C 3.84 -2.31 -2.19  C7 1.514, H14 1.085, H15 1.092, H16 1.091
2 C 0.20 -0.14 -1.45  C3 1.375, C4 1.388, O8 1.412
3 C 1.42 0.47 -1.25  C2 1.375, C5 1.397, H9 1.084
4 C 0.16 -1.49 -1.77  C2 1.388, C6 1.389, H11 1.085
5 C 2.59 -0.25 -1.46  C3 1.397, C7 1.386, H12 1.080
6 C 1.32 -2.20 -2.04  C4 1.389, C7 1.390, H13 1.080
7 C 2.55 -1.56 -1.90  C1 1.514, C5 1.386, C6 1.390
8 O -1.02 0.57 -1.46  C2 1.412, H10 0.972
9 H 1.51 1.50 -0.93  C3 1.084
10 H -1.05 1.04 -2.31  O8 0.972
11 H -0.81 -1.97 -1.80  C4 1.085
12 H 3.54 0.24 -1.27  C5 1.080
13 H 1.22 -3.25 -2.24  C6 1.080
14 H 3.79 -3.34 -1.85  C1 1.085
15 H 4.64 -1.92 -1.56  C1 1.092
16 H 4.13 -2.18 -3.24  C1 1.091
17 C -0.67 0.00 1.87  C18 1.511, N20 1.472, H23 1.085, H24 1.087
18 C 0.42 -0.54 2.77  C17 1.511, H25 1.082, H26 1.087, H32 1.084
19 C -2.44 1.70 1.94  N20 1.319, N21 1.343, N22 1.337
20 N -1.50 1.00 2.55  C17 1.472, C19 1.319, H27 1.007
21 N -2.86 1.33 0.72  C19 1.343, H28 1.016, H29 1.009
22 N -3.07 2.69 2.57  C19 1.337, H30 1.005, H31 1.007
23 H -0.28 0.47 0.97  C17 1.085
24 H -1.33 -0.81 1.56  C17 1.087
25 H 0.13 -0.54 3.81  C18 1.082
26 H 1.33 0.04 2.67  C18 1.087
27 H -1.21 1.30 3.47  N20 1.007
28 H -2.20 0.80 0.15  N21 1.016
29 H -3.37 1.98 0.14  N21 1.009
30 H -2.93 2.91 3.54  N22 1.005
31 H -3.91 3.10 2.18  N22 1.007
32 H 0.75 -1.52 2.43  C18 1.084

---

<2>
Here is a 2-piece molecular cluster, C10H18N3O overall from OMol25. Energies are from the ωB97M-V functional and the def2-TZVPD basis.

E_HOMO: -0.39657 hartree
Total charge: +1
Frontier orbital gap: 0.2906 Ha

Bonds (Å) are listed after each position.
Cartesian coordinates (Å):
1 C -2.35 -2.80 0.59  C5 1.415, H13 1.251, H14 1.094, H16 1.132
2 C -2.27 0.69 1.70  C3 1.359, C4 1.395, H9 1.150
3 C -2.65 -0.46 1.09  C2 1.359, C5 1.471, H10 1.076
4 C -0.99 1.08 2.09  C2 1.395, C6 1.382, O8 1.320
5 C -1.71 -1.59 0.95  C1 1.415, C3 1.471, C7 1.460
6 C -0.11 0.03 1.90  C4 1.382, C7 1.411, H12 1.100
7 C -0.36 -1.27 1.41  C5 1.460, C6 1.411, H15 1.077
8 O -0.67 2.26 2.59  C4 1.320, H11 0.989
9 H -2.97 1.60 1.80  C2 1.150
10 H -3.69 -0.54 0.82  C3 1.076
11 H -1.38 2.91 2.86  O8 0.989
12 H 0.92 0.11 2.28  C6 1.100
13 H -3.58 -2.68 0.40  C1 1.251
14 H -2.68 -3.25 1.52  C1 1.094
15 H 0.35 -2.04 1.65  C7 1.077
16 H -1.82 -3.49 -0.13  C1 1.132
17 C 2.40 0.95 -0.58  C18 1.479, N20 1.533, H23 1.136, H24 1.219
18 C 2.52 2.04 0.40  C17 1.479, H25 1.133, H26 1.189, H32 1.157
19 C 1.01 -0.03 -2.45  N20 1.336, N21 1.355, N22 1.371
20 N 1.10 0.76 -1.37  C17 1.533, C19 1.336, H27 1.043
21 N 0.11 0.27 -3.41  C19 1.355, H28 1.030, H29 1.025
22 N 1.82 -1.13 -2.60  C19 1.371, H30 1.021, H31 1.040
23 H 3.11 1.05 -1.46  C17 1.136
24 H 2.62 -0.19 -0.21  C17 1.219
25 H 3.56 2.49 0.49  C18 1.133
26 H 2.22 1.63 1.47  C18 1.189
27 H 0.38 1.50 -1.21  N20 1.043
28 H 0.01 -0.29 -4.28  N21 1.030
29 H -0.82 0.55 -3.09  N21 1.025
30 H 2.58 -1.39 -1.96  N22 1.021
31 H 1.54 -1.72 -3.40  N22 1.040
32 H 1.82 2.93 0.13  C18 1.157

---

<3>
Here is a 2-piece molecular cluster, C10H18N3O overall from OMol25. Energies are from the ωB97M-V functional and the def2-TZVPD basis.

E_HOMO: -0.40064 hartree
Total charge: +1
Frontier orbital gap: 0.2864 Ha

Bonds (Å) are listed after each position.
Cartesian coordinates (Å):
1 C -0.35 -1.49 1.49  C2 1.524, N4 1.465, H7 1.085, H8 1.086
2 C -0.58 -2.63 2.46  C1 1.524, H9 1.097, H10 1.087, H16 1.085
3 C -2.38 -0.04 1.45  N4 1.324, N5 1.334, N6 1.338
4 N -1.17 -0.34 1.90  C1 1.465, C3 1.324, H11 1.008
5 N -2.96 -0.76 0.48  C3 1.334, H12 1.004, H13 1.005
6 N -3.03 1.00 1.97  C3 1.338, H14 1.004, H15 1.004
7 H 0.69 -1.19 1.52  C1 1.085
8 H -0.60 -1.79 0.48  C1 1.086
9 H -1.66 -2.77 2.57  C2 1.097
10 H -0.25 -2.35 3.46  C2 1.087
11 H -0.76 0.25 2.60  N4 1.008
12 H -2.49 -1.57 0.13  N5 1.004
13 H -3.89 -0.55 0.18  N5 1.005
14 H -2.61 1.52 2.72  N6 1.004
15 H -3.94 1.27 1.65  N6 1.004
16 H -0.19 -3.60 2.16  C2 1.085
17 C 0.53 0.32 -3.84  C19 1.511, H27 1.093, H28 1.093, H32 1.087
18 C 0.54 0.70 -1.35  C19 1.392, C20 1.385, H25 1.084
19 C 1.24 0.67 -2.56  C17 1.511, C18 1.392, C22 1.390
20 C 1.17 1.05 -0.17  C18 1.385, C21 1.394, H26 1.085
21 C 2.52 1.39 -0.18  C20 1.394, C23 1.384, O24 1.365
22 C 2.57 1.05 -2.54  C19 1.390, C23 1.387, H29 1.082
23 C 3.23 1.40 -1.37  C21 1.384, C22 1.387, H31 1.084
24 O 3.19 1.74 0.97  C21 1.365, H30 0.965
25 H -0.52 0.46 -1.36  C18 1.084
26 H 0.63 1.14 0.76  C20 1.085
27 H 0.05 -0.66 -3.74  C17 1.093
28 H 1.25 0.23 -4.66  C17 1.093
29 H 3.13 1.04 -3.47  C22 1.082
30 H 2.59 1.68 1.73  O24 0.965
31 H 4.26 1.73 -1.36  C23 1.084
32 H -0.21 1.07 -4.09  C17 1.087

---

<1> is preferred energetically. Next in line: 0.0082 hartree higher.